Molecular formula: C39H76Br18I2N2O5P2S
Method: DFT, ωB97M-V/def2-TZVPD

Each line ends with the Löwdin charge.
Element x y z (Å)
C1 1.33 -1.46 -2.20  -0.155
C2 0.08 -1.11 -3.14  -0.388
P1 -1.57 -0.97 -2.18  1.045
C3 -2.85 -0.66 -3.54  -0.438
C4 -4.19 0.08 -3.05  -0.177
C5 -1.40 0.51 -1.01  -0.404
O1 -0.16 1.24 -1.13  -0.170
C6 -0.37 2.62 -1.49  -0.304
C7 -0.62 2.82 -3.08  -0.143
O2 -1.95 2.45 -3.49  -0.239
C8 -2.89 3.54 -3.36  -0.109
C9 0.88 3.52 -0.98  -0.610
I1 0.47 5.29 0.24  0.709
C10 2.24 3.23 -1.26  -0.711
C11 2.67 1.96 -2.12  -0.146
I2 3.82 4.52 -0.47  0.761
C12 -1.63 0.13 0.57  -0.578
N1 -1.15 1.33 1.30  0.063
C13 -0.88 1.12 2.58  -0.269
C14 -1.92 1.07 3.79  -0.046
C15 0.69 0.93 2.95  -0.025
O3 -0.88 -1.08 0.79  -0.147
C16 -1.48 -2.03 1.68  -0.300
C17 -2.36 -3.18 0.95  -0.230
N2 -1.63 -3.88 -0.14  -0.050
C18 -0.23 -2.84 2.37  -0.068
C19 1.08 -2.90 1.45  -0.187
O4 2.05 -3.73 2.19  -0.098
C20 3.38 -3.27 1.98  -0.419
C21 3.91 -1.93 2.66  0.002
O5 4.11 -4.01 1.26  0.045
P2 -3.52 0.04 0.78  0.433
S1 -4.20 1.86 0.93  0.134
H1 2.30 -1.22 -2.75  0.074
H2 1.33 -0.85 -1.23  0.065
H3 1.32 -2.57 -1.94  0.003
H4 0.28 -0.16 -3.77  0.022
H5 -0.01 -1.99 -3.89  0.081
H6 -3.18 -1.71 -3.91  0.078
H7 -2.39 -0.14 -4.45  0.036
H8 -4.03 1.08 -2.53  0.048
H9 -4.84 0.29 -3.99  0.040
H10 -4.79 -0.67 -2.43  0.062
H11 -2.28 1.22 -1.26  0.078
H12 -1.29 3.10 -0.99  0.126
H13 0.10 2.18 -3.72  0.084
H14 -0.42 3.91 -3.40  0.065
H15 -3.33 3.60 -2.29  0.098
H16 -2.48 4.56 -3.66  0.095
H17 -3.80 3.33 -4.04  0.103
H18 3.50 2.16 -2.87  0.070
H19 1.78 1.49 -2.67  0.033
H20 3.03 1.16 -1.37  0.090
H21 -2.26 0.01 4.08  0.072
H22 -1.37 1.48 4.72  0.090
H23 -2.80 1.76 3.58  0.060
H24 1.04 1.96 3.31  0.089
H25 1.24 0.74 1.96  0.084
H26 0.86 0.09 3.69  0.078
H27 -2.03 -1.57 2.59  0.108
H28 -3.38 -2.81 0.58  0.088
H29 -2.56 -3.96 1.77  0.117
H30 -2.35 -4.06 -0.86  0.076
H31 -0.95 -3.27 -0.61  -0.015
H32 -0.53 -3.89 2.68  0.124
H33 0.08 -2.25 3.32  0.114
H34 0.94 -3.45 0.44  -0.011
H35 1.53 -1.88 1.20  0.114
H36 3.56 -1.97 3.76  0.099
H37 3.44 -1.06 2.10  0.076
H38 5.05 -1.92 2.68  0.096
H39 -4.14 -0.63 -0.35  -0.020
H40 -3.91 -0.66 1.97  -0.118
Br1 -5.96 1.11 5.64  0.599
C22 -6.12 -0.77 6.15  -0.691
C23 -5.01 -1.59 5.54  -0.698
Br2 -5.35 -1.95 3.65  0.669
H41 -7.12 -1.10 5.85  0.055
H42 -6.05 -0.77 7.23  -0.006
H43 -4.97 -2.58 6.01  0.056
H44 -4.03 -1.12 5.61  0.017
Br3 -4.25 0.51 -6.85  0.656
C24 -2.92 0.30 -8.25  -0.680
C25 -2.65 -1.16 -8.54  -0.685
Br4 -1.52 -1.95 -7.16  0.620
H45 -2.03 0.84 -7.93  0.054
H46 -3.34 0.79 -9.13  0.058
H47 -2.09 -1.28 -9.47  0.058
H48 -3.56 -1.76 -8.59  0.052
Br5 -1.34 -7.30 0.49  0.605
C26 0.28 -7.78 -0.48  -0.690
C27 1.42 -6.84 -0.15  -0.634
Br6 1.23 -5.13 -1.07  0.764
H49 0.03 -7.79 -1.54  0.050
H50 0.52 -8.79 -0.16  0.055
H51 2.37 -7.24 -0.51  0.062
H52 1.50 -6.62 0.91  0.058
Br7 -5.62 0.19 9.95  0.631
C28 -3.73 0.38 10.37  -0.723
C29 -2.88 0.28 9.13  -0.663
Br8 -2.70 -1.58 8.55  0.608
H53 -3.50 -0.38 11.12  -0.095
H54 -3.64 1.37 10.82  0.055
H55 -1.86 0.61 9.34  0.062
H56 -3.28 0.84 8.29  0.048
Br9 3.94 9.86 1.11  0.606
C30 5.26 9.62 -0.30  -0.697
C31 5.49 8.16 -0.59  -0.716
Br10 6.60 7.32 0.77  0.592
H57 6.17 10.14 0.03  0.051
H58 4.85 10.13 -1.17  0.056
H59 6.04 8.04 -1.53  0.059
H60 4.56 7.58 -0.65  -0.003
Br11 4.74 0.11 -7.95  0.592
C32 3.73 -0.94 -6.65  -0.700
C33 2.26 -0.58 -6.68  -0.674
Br12 1.93 1.10 -5.77  0.653
H61 4.19 -0.78 -5.68  0.053
H62 3.88 -1.98 -6.95  0.002
H63 1.68 -1.33 -6.13  0.040
H64 1.86 -0.48 -7.69  0.050
Br13 -3.32 0.75 14.30  0.624
C34 -3.47 -1.13 14.81  -0.684
C35 -2.36 -1.95 14.20  -0.669
Br14 -2.71 -2.30 12.32  0.695
H65 -4.46 -1.46 14.52  0.056
H66 -3.39 -1.13 15.90  0.058
H67 -2.31 -2.93 14.67  0.059
H68 -1.38 -1.47 14.26  0.054
Br15 6.25 -3.97 -5.32  0.610
C36 7.22 -4.55 -6.91  -0.693
C37 7.14 -3.53 -8.01  -0.680
Br16 5.40 -3.59 -8.89  0.617
H69 6.82 -5.52 -7.19  0.051
H70 8.26 -4.68 -6.58  0.058
H71 7.86 -3.74 -8.80  0.058
H72 7.28 -2.51 -7.66  0.049
Br17 0.91 6.23 -4.26  0.647
C38 2.80 6.32 -3.81  -0.697
C39 3.66 6.24 -5.04  -0.686
Br18 3.78 4.41 -5.72  0.597
H73 2.99 5.52 -3.09  -0.027
H74 2.93 7.28 -3.31  0.055
H75 4.69 6.52 -4.81  0.055
H76 3.29 6.85 -5.86  0.050

Values from the calculation:
HOMO-LUMO gap (eV): 7.6
F_max (hartree/bohr): 0.0929
Energy (eV): -1361264.74719
Lowest unoccupied orbital energy (eV): 0.03